No. 1
This record from the Open Molecules 2025 dataset describes a structure of composition C44H48Br2N7O7RbS. The level of theory is wB97M-V/def2-TZVPD.

- Total charge: -2
- HOMO: -1.6 eV
- Energy relative to the best compared isomer or geometry (same formula, charge and spin): 11.79 kcal per mole
- Molar mass: 1064.3 g mol⁻¹
- Total energy: -8185.7218 Ha
- Orbital gap: 5.40 eV

Geometry as XYZ:
```
110
Properties=species:S:1:pos:R:3:lowdin_charge:R:1
Rb 0.082 0.232 -0.102 0.534
Br -4.685 0.985 -1.071 0.591
C -4.233 -0.891 -1.144 -1.033
Br -3.217 -1.482 0.386 0.636
H -3.646 -1.049 -2.040 -0.040
H -5.160 -1.443 -1.148 -0.014
S -1.075 -5.376 2.244 1.037
C -1.129 -5.694 0.544 -0.496
C -1.515 -6.847 -0.130 -0.118
C -1.457 -6.854 -1.515 -0.123
C -1.019 -5.723 -2.211 -0.104
C -0.633 -4.575 -1.541 -0.010
C -0.685 -4.552 -0.147 -0.312
N -0.319 -3.483 0.643 0.105
C -0.443 -3.718 1.903 -0.488
C -0.139 -2.797 3.014 -0.293
C -0.385 -3.219 4.333 -0.108
C -0.172 -2.353 5.388 -0.128
C 0.301 -1.068 5.113 -0.120
C 0.581 -0.694 3.807 -0.170
C 0.375 -1.521 2.679 -0.107
H -1.851 -7.720 0.418 0.095
H -1.752 -7.743 -2.059 0.087
H -0.984 -5.747 -3.294 0.092
H -0.285 -3.689 -2.060 0.087
H -0.747 -4.226 4.530 0.059
H -0.365 -2.665 6.407 0.081
H 0.448 -0.367 5.933 0.083
H 0.975 0.309 3.632 0.068
C 2.324 2.417 5.670 -0.055
O 1.280 3.150 5.056 -0.068
C 1.245 4.488 5.228 -0.233
C 1.909 5.160 6.241 -0.027
C 1.731 6.531 6.419 -0.119
C 0.878 7.224 5.580 -0.124
C 0.242 6.560 4.534 -0.029
C 0.429 5.199 4.316 -0.182
N -0.206 4.546 3.271 0.146
C 0.369 3.507 2.482 -0.347
N 1.691 3.689 2.273 0.148
C 2.693 2.837 1.701 -0.222
C 2.398 1.812 0.807 -0.144
C 3.546 1.148 0.324 -0.219
C 4.852 1.467 0.677 -0.125
C 5.090 2.501 1.581 -0.073
C 3.997 3.180 2.090 -0.237
O 4.116 4.217 3.009 -0.129
C 5.412 4.698 3.258 -0.115
N -0.332 2.540 2.030 0.150
C -1.703 2.446 2.207 -0.212
C -2.246 1.308 2.811 -0.017
C -3.618 1.145 2.946 -0.121
C -4.490 2.109 2.466 -0.136
C -3.977 3.237 1.841 -0.060
C -2.607 3.403 1.716 -0.241
O -2.064 4.525 1.132 -0.123
C -2.658 4.949 -0.085 -0.062
H 2.254 1.407 5.276 0.083
H 2.211 2.391 6.759 0.088
H 3.299 2.839 5.411 0.096
H 2.549 4.610 6.919 0.100
H 2.255 7.042 7.218 0.089
H 0.720 8.288 5.714 0.089
H -0.407 7.105 3.856 0.109
H -0.954 5.032 2.800 0.119
H 2.086 4.470 2.768 0.116
H 3.413 0.331 -0.393 0.056
H 5.698 0.920 0.267 0.086
H 6.101 2.749 1.878 0.083
H 5.302 5.577 3.893 0.083
H 5.923 4.983 2.333 0.090
H 6.029 3.958 3.780 0.086
H -1.556 0.552 3.170 0.094
H -4.003 0.247 3.416 0.097
H -5.563 1.980 2.550 0.092
H -4.649 3.989 1.439 0.107
H -1.895 5.490 -0.640 0.093
H -3.511 5.612 0.095 0.080
H -2.989 4.092 -0.674 0.094
N -2.118 -0.881 -3.980 -0.003
C -2.015 -0.097 -5.215 -0.294
C -0.631 0.498 -5.473 -0.133
C 0.020 1.335 -4.328 -0.707
O 1.158 1.776 -4.626 -0.090
O -0.633 1.550 -3.273 -0.085
H -1.729 -0.255 -3.274 0.034
H -1.460 -1.649 -4.022 0.047
H -2.747 0.711 -5.160 0.101
H -2.300 -0.742 -6.051 0.089
H -0.663 1.166 -6.338 0.098
H 0.077 -0.302 -5.717 0.095
O 3.055 -1.989 1.312 -0.112
H 2.107 -2.044 1.572 -0.025
H 3.208 -1.034 1.318 -0.013
N 0.987 -1.396 -2.545 0.157
C 1.859 -1.399 -3.307 -0.257
N 2.883 -1.373 -4.155 -0.084
C 3.786 -2.521 -4.184 -0.128
C 5.028 -2.225 -3.356 -0.192
O 5.648 -1.020 -3.776 -0.143
C 4.754 0.093 -3.644 -0.161
C 3.523 -0.095 -4.504 -0.107
H 4.074 -2.699 -5.223 0.121
H 3.275 -3.401 -3.798 0.128
H 5.765 -3.018 -3.485 0.119
H 4.749 -2.159 -2.297 0.133
H 5.311 0.973 -3.960 0.126
H 4.462 0.209 -2.594 0.120
H 3.816 -0.153 -5.554 0.128
H 2.796 0.712 -4.388 0.095
```

---

No. 2
This record from the Open Molecules 2025 dataset describes a cluster of 4 separate species, C20H30O12 in total in a non-equilibrium geometry. The level of theory is wB97M-V/def2-TZVPD.

- SMILES: C#CCCCOC(=O)OCCCCC.O=C1OCCO1.O=C1OCCO1.O=C1OCCO1
- HOMO: -9.7 eV
- Molar mass: 462.4 g mol⁻¹
- Total energy: -1682.9129 Ha
- Orbital gap: 10.21 eV

Geometry as XYZ:
```
62
Properties=species:S:1:pos:R:3:lowdin_charge:R:1
C -1.615 -0.485 2.675 0.108
C -1.135 0.607 2.776 -0.127
C -0.849 2.065 2.697 -0.185
C -1.939 2.831 1.932 -0.157
C -1.811 2.738 0.405 -0.151
O -1.975 1.361 0.033 0.036
C -1.971 1.174 -1.280 -0.620
O -2.055 2.047 -2.093 0.152
O -1.855 -0.132 -1.650 -0.001
C -0.483 -0.335 -2.106 -0.154
C 0.557 0.203 -1.104 -0.181
C 1.941 -0.455 -1.315 -0.181
C 2.935 -0.138 -0.157 -0.231
C 2.615 1.136 0.641 -0.114
H -2.169 -1.365 2.463 0.032
H -0.833 2.419 3.732 0.115
H 0.140 2.172 2.244 0.096
H -1.888 3.894 2.191 0.118
H -2.948 2.488 2.178 0.123
H -0.882 3.186 0.041 0.139
H -2.671 3.276 -0.010 0.130
H -0.296 -1.396 -2.280 0.116
H -0.378 0.199 -3.060 0.132
H 0.155 -0.008 -0.106 0.118
H 0.693 1.276 -1.269 0.117
H 1.859 -1.542 -1.419 0.106
H 2.321 -0.041 -2.259 0.115
H 3.939 0.008 -0.564 0.074
H 2.988 -1.026 0.482 0.105
H 2.361 1.966 -0.023 0.069
H 1.738 1.007 1.288 0.048
H 3.455 1.407 1.285 0.075
O -1.789 -4.716 -6.053 0.166
C -2.217 -3.781 -5.462 -0.565
O -2.817 -3.849 -4.244 0.062
C -2.981 -2.511 -3.770 -0.120
C -2.980 -1.702 -5.042 -0.115
O -2.171 -2.498 -5.911 0.061
H -3.909 -2.410 -3.212 0.136
H -2.148 -2.262 -3.115 0.103
H -3.976 -1.603 -5.477 0.133
H -2.552 -0.711 -4.909 0.132
O -2.591 -0.555 6.144 0.169
C -3.477 -1.180 5.667 -0.570
O -4.792 -0.849 5.764 0.059
C -5.522 -1.700 4.883 -0.128
C -4.610 -2.895 4.751 -0.126
O -3.314 -2.328 4.951 0.039
H -6.492 -1.953 5.305 0.132
H -5.672 -1.181 3.934 0.132
H -4.790 -3.646 5.524 0.132
H -4.678 -3.370 3.775 0.131
O 4.878 2.508 -1.224 0.170
C 5.975 2.069 -1.119 -0.558
O 7.084 2.627 -1.669 0.065
C 8.223 1.950 -1.136 -0.122
C 7.650 0.615 -0.726 -0.119
O 6.291 0.939 -0.432 0.045
H 9.006 1.861 -1.886 0.133
H 8.607 2.520 -0.288 0.133
H 7.672 -0.117 -1.536 0.135
H 8.146 0.193 0.145 0.133
```

---

No. 3
This record from the Open Molecules 2025 dataset describes a cluster of 2 separate species, C7H12O3 in total in a non-equilibrium geometry. The level of theory is wB97M-V/def2-TZVPD.

- HOMO (alpha / beta): -7.9 / -8.2 eV
- Energy relative to the best compared isomer or geometry (same formula, charge and spin): 135.06 kcal per mole
- Molar mass: 144.2 g mol⁻¹
- Total energy: -499.4313 Ha
- Orbital gap (alpha / beta): 7.60 / 8.34 eV

Geometry as XYZ:
```
22
Properties=species:S:1:pos:R:3:lowdin_charge:R:1
C 0.409 -0.715 -1.174 -0.320
C -1.068 -0.921 -0.783 -0.379
C 1.014 0.683 -0.852 -0.144
C -1.327 -1.138 0.705 -0.035
C 0.952 1.081 0.548 -0.152
C -0.587 2.593 0.448 -0.077
C 1.404 0.856 1.751 -0.003
O 1.226 -1.769 -0.680 -0.022
O -1.573 -2.018 -1.540 -0.033
O 0.345 3.301 0.705 -0.024
H 1.411 -1.604 0.253 0.084
H -0.992 -2.771 -1.369 0.094
H 0.455 -0.822 -2.261 0.152
H -1.628 -0.042 -1.116 0.147
H 2.072 0.626 -1.143 0.135
H 0.528 1.424 -1.486 0.116
H -1.509 3.142 0.124 0.087
H -0.708 -1.945 1.104 0.084
H -1.190 -0.223 1.279 0.057
H -2.366 -1.436 0.842 0.085
H 2.360 1.238 2.098 0.075
H 0.772 0.460 2.545 0.071
```

---

No. 4
This record from the Open Molecules 2025 dataset describes a structure of composition C52H51FNO4OsSi in a non-equilibrium geometry. The level of theory is wB97M-V/def2-TZVPD.

- Total charge: -1
- HOMO (alpha / beta): -3.4 / -3.4 eV
- Energy relative to the best compared isomer or geometry (same formula, charge and spin): 37.08 kcal per mole
- Molar mass: 991.3 g mol⁻¹
- Total energy: -2847.8337 Ha
- Orbital gap (alpha / beta): 4.45 / 4.45 eV

Geometry as XYZ:
```
111
Properties=species:S:1:pos:R:3:lowdin_charge:R:1
Os -0.713 -0.174 -0.132 1.114
C 0.712 0.594 4.356 -0.021
C 0.905 -0.018 2.973 -0.431
O -0.095 -0.406 2.377 -0.036
C 2.249 -0.077 2.431 -0.111
C 3.372 0.108 3.262 -0.073
C 4.652 0.114 2.769 -0.133
C 4.852 -0.020 1.383 -0.107
C 3.793 -0.197 0.539 -0.010
C 2.444 -0.297 1.016 -0.364
O 1.527 -0.556 0.185 -0.155
H -0.353 0.749 4.520 0.081
H 1.239 1.543 4.442 0.083
H 1.091 -0.085 5.124 0.071
H 3.226 0.223 4.330 0.096
H 5.497 0.231 3.437 0.082
H 5.859 0.024 0.982 0.094
H 3.929 -0.304 -0.532 0.107
C -1.870 2.890 1.951 -0.052
C -1.319 2.905 0.510 -0.637
C -2.466 2.926 -0.503 -0.050
C -0.507 4.207 0.349 -0.070
C -0.478 1.663 0.385 -0.222
H -2.608 3.686 2.077 0.084
H -1.055 3.036 2.665 0.080
H -2.338 1.930 2.167 0.051
H -3.057 3.842 -0.397 0.087
H -3.120 2.069 -0.363 0.048
H -2.063 2.882 -1.516 0.070
H -1.021 5.027 0.858 0.078
H -0.412 4.472 -0.703 0.049
H 0.494 4.114 0.778 0.083
H 0.509 1.835 0.862 0.058
C 3.679 -1.897 -3.980 -0.117
C 3.543 -0.522 -4.102 -0.102
C 2.393 0.109 -3.643 -0.089
C 1.345 -0.610 -3.063 -0.253
C 1.521 -1.989 -2.926 -0.096
C 2.666 -2.628 -3.377 -0.095
Si -0.274 0.252 -2.445 0.655
C 0.051 2.025 -3.164 -0.267
C 0.622 3.031 -2.388 -0.128
C 0.926 4.280 -2.913 -0.102
C 0.673 4.552 -4.249 -0.109
C 0.123 3.560 -5.050 -0.097
C -0.180 2.318 -4.512 -0.091
C -1.638 -0.264 -3.704 -0.308
C -2.950 0.159 -3.494 -0.114
C -3.943 -0.079 -4.435 -0.091
C -3.636 -0.747 -5.613 -0.111
C -2.336 -1.181 -5.840 -0.108
C -1.350 -0.942 -4.892 -0.121
H 4.571 -2.392 -4.346 0.089
H 4.337 0.063 -4.551 0.093
H 2.312 1.184 -3.743 0.090
H 0.750 -2.581 -2.456 0.076
H 2.771 -3.700 -3.251 0.093
H 0.843 2.817 -1.347 0.082
H 1.371 5.043 -2.284 0.099
H 0.908 5.524 -4.667 0.090
H -0.061 3.755 -6.100 0.093
H -0.590 1.561 -5.166 0.092
H -3.198 0.658 -2.562 0.088
H -4.953 0.272 -4.255 0.096
H -4.409 -0.943 -6.347 0.090
H -2.095 -1.697 -6.764 0.092
H -0.336 -1.287 -5.067 0.100
C 0.395 -2.925 4.334 -0.053
O -0.301 -4.163 4.176 -0.117
C -1.492 -4.047 3.483 -0.234
C -2.660 -3.722 4.137 -0.003
C -3.866 -3.727 3.450 -0.073
C -3.883 -4.096 2.115 -0.074
C -2.709 -4.400 1.448 -0.002
C -1.485 -4.343 2.113 -0.145
N -0.244 -4.664 1.566 0.136
C 0.089 -5.054 0.330 0.009
C -0.493 -4.701 -0.880 -0.148
C -0.462 -5.673 -1.921 -0.056
C -1.128 -5.493 -3.095 -0.095
C -1.856 -4.300 -3.301 -0.046
C -1.810 -3.289 -2.383 -0.009
C -1.064 -3.390 -1.177 -0.382
O -0.849 -2.391 -0.447 -0.138
H -0.176 -2.228 4.951 0.093
H 0.587 -2.454 3.368 0.081
H 1.339 -3.162 4.824 0.098
H -2.615 -3.499 5.195 0.122
H -4.782 -3.459 3.957 0.103
H -4.820 -4.129 1.575 0.109
H -2.744 -4.689 0.409 0.115
H 0.467 -4.778 2.277 0.152
H 0.864 -5.815 0.317 0.139
H 0.047 -6.612 -1.728 0.109
H -1.119 -6.270 -3.848 0.095
H -2.444 -4.165 -4.200 0.109
H -2.311 -2.352 -2.569 0.088
F -7.849 0.545 -1.116 0.012
C -6.579 0.316 -0.672 -0.299
C -5.800 -0.628 -1.311 -0.031
C -4.526 -0.883 -0.832 -0.058
C -4.001 -0.207 0.280 -0.315
C -2.674 -0.534 0.821 -0.234
C -4.834 0.745 0.887 -0.066
C -6.113 1.013 0.422 -0.027
H -6.193 -1.155 -2.172 0.111
H -3.911 -1.629 -1.323 0.097
H -2.527 -1.607 0.821 0.017
H -2.559 -0.165 1.842 0.035
H -4.469 1.278 1.756 0.100
H -6.746 1.748 0.904 0.109
```

---

No. 5
This record from the Open Molecules 2025 dataset describes the molecule CHF3O2S in a non-equilibrium geometry. The level of theory is wB97M-V/def2-TZVPD.

- 2S+1: 3
- HOMO (alpha / beta): -6.4 / -12.2 eV
- Energy relative to the best compared isomer or geometry (same formula, charge and spin): 67.21 kcal per mole
- Molar mass: 134.1 g mol⁻¹
- Total energy: -886.7132 Ha
- Orbital gap (alpha / beta): 7.07 / 7.52 eV

Geometry as XYZ:
```
8
Properties=species:S:1:pos:R:3:lowdin_charge:R:1
C 0.671 -0.008 -0.772 -0.686
O -1.417 1.334 0.765 -0.321
O 0.236 -0.089 1.902 -0.271
F 1.043 1.151 -1.135 0.224
F -0.203 -0.591 -1.645 0.100
F 1.673 -0.876 -0.600 0.142
S -0.631 0.114 0.761 0.757
H -1.373 -1.035 0.724 0.056
```